Density functional theory data (ωB97M-V/def2-TZVPD) for a molecular structure, C44H40CoN6OS2Sb2.

Geometry (Å):
Co (-1.974, -1.862, -0.308)
N (-2.300, 2.796, 0.474)
C (-2.046, 1.481, 0.170)
S (-1.676, 0.535, 1.596)
N (-2.153, 1.148, -1.064)
N (-1.876, -0.176, -1.453)
C (-1.844, -0.203, -2.738)
C (-1.435, -1.295, -3.608)
C (-1.745, -1.168, -4.966)
C (-1.302, -2.099, -5.887)
C (-0.508, -3.157, -5.458)
C (-0.172, -3.288, -4.121)
C (-0.646, -2.363, -3.208)
O (-0.334, -2.518, -1.864)
H (-2.440, 3.040, 1.441)
H (-2.854, 3.296, -0.203)
H (-2.094, 0.726, -3.244)
H (-2.337, -0.321, -5.288)
H (-1.558, -1.993, -6.932)
H (-0.149, -3.888, -6.171)
H (0.430, -4.111, -3.762)
C (-4.858, -0.687, -0.573)
C (-4.541, -1.692, -1.640)
C (-5.339, -1.806, -2.754)
C (-5.090, -2.849, -3.650)
C (-4.128, -3.771, -3.342)
C (-3.337, -3.633, -2.184)
N (-3.500, -2.532, -1.418)
Sb (-2.121, -5.310, -1.707)
C (-1.645, -4.681, 0.270)
C (-1.013, -5.653, 1.063)
C (-0.903, -5.487, 2.421)
C (-1.499, -4.375, 3.007)
C (-2.069, -3.421, 2.190)
C (-2.788, -2.251, 2.789)
N (-2.060, -3.531, 0.847)
C (0.976, -2.207, -1.521)
C (1.622, -3.084, -0.667)
C (2.905, -2.726, -0.293)
C (3.449, -1.544, -0.771)
C (2.694, -0.737, -1.614)
C (3.212, 0.568, -2.136)
N (1.462, -1.086, -1.994)
H (-5.609, -1.109, 0.099)
H (-5.258, 0.233, -0.997)
H (-3.992, -0.435, 0.036)
H (-6.150, -1.108, -2.908)
H (-5.683, -2.949, -4.550)
H (-3.964, -4.630, -3.981)
H (-0.646, -6.554, 0.586)
H (-0.405, -6.230, 3.031)
H (-1.516, -4.237, 4.079)
H (-3.576, -2.619, 3.449)
H (-3.252, -1.634, 2.022)
H (-2.118, -1.626, 3.379)
H (1.125, -3.983, -0.329)
H (3.475, -3.364, 0.370)
H (4.440, -1.230, -0.475)
H (3.567, 0.451, -3.161)
H (4.036, 0.942, -1.531)
H (2.410, 1.306, -2.144)
S (-0.359, -0.932, 1.007)
Sb (1.412, 2.416, 1.097)
C (2.517, 4.005, 0.160)
C (1.809, 4.967, -0.560)
C (2.467, 5.966, -1.262)
C (3.854, 6.005, -1.275)
C (4.571, 5.038, -0.589)
C (3.907, 4.046, 0.120)
C (3.014, 1.617, 2.264)
C (3.823, 2.415, 3.074)
C (4.831, 1.851, 3.838)
C (5.040, 0.478, 3.812)
C (4.233, -0.326, 3.024)
C (3.222, 0.243, 2.257)
C (0.618, 3.565, 2.731)
C (0.179, 4.877, 2.590)
C (-0.399, 5.553, 3.657)
C (-0.549, 4.921, 4.882)
C (-0.120, 3.611, 5.034)
C (0.456, 2.939, 3.965)
H (0.725, 4.933, -0.597)
H (1.898, 6.707, -1.808)
H (4.372, 6.780, -1.825)
H (5.654, 5.054, -0.604)
H (4.488, 3.303, 0.653)
H (3.659, 3.486, 3.111)
H (5.453, 2.482, 4.461)
H (5.826, 0.038, 4.412)
H (4.381, -1.399, 3.012)
H (2.580, -0.395, 1.663)
H (0.299, 5.397, 1.649)
H (-0.724, 6.578, 3.532)
H (-0.995, 5.448, 5.716)
H (-0.232, 3.110, 5.987)
H (0.789, 1.916, 4.104)

Calculated values
Multiplicity: 2
Electronic energy (Ha): -4764.073138
<S²>: 0.761